{"formula": "C6H6LaLiO2", "method": "the ωB97M-V functional and the def2-TZVPD basis", "symbols": ["C", "C", "C", "H", "H", "H", "H", "C", "O", "O", "C", "C", "La", "Li", "H", "H"], "coordinates": [[-1.28, 2.19, 1.60], [-1.95, 0.98, 1.48], [-2.09, -0.07, 2.43], [-1.51, 2.95, 0.84], [-0.97, 2.55, 2.59], [-2.39, 0.74, 0.51], [-2.73, -0.93, 2.23], [-1.73, 0.08, 3.73], [-1.38, 0.18, 4.81], [1.98, -0.72, 0.74], [1.32, -1.73, 0.81], [0.50, -2.70, 1.02], [1.17, 1.84, 0.42], [4.16, -1.11, 1.12], [0.49, -3.29, 0.06], [0.37, -3.12, 2.02]], "charge": 4, "gap_ev": [6.0, 6.0]}

{"formula": "C4H8O", "method": "the ωB97M-V functional and the def2-TZVPD basis", "symbols": ["C", "C", "C", "C", "O", "H", "H", "H", "H", "H", "H", "H", "H"], "coordinates": [[-1.06, -1.14, -0.23], [0.22, -0.52, 0.27], [0.85, 0.54, -0.64], [0.35, 1.69, 0.22], [-0.02, 0.30, 1.45], [-1.54, -1.72, 0.57], [-1.76, -0.37, -0.56], [-0.87, -1.81, -1.08], [0.94, -1.29, 0.58], [1.94, 0.44, -0.71], [0.44, 0.56, -1.66], [-0.64, 1.08, 1.06], [1.16, 2.24, 0.72]], "charge": 0, "gap_ev": 9.2}

{"formula": "C25H41F3O2P2Sm", "method": "the ωB97M-V functional and the def2-TZVPD basis", "symbols": ["Sm", "C", "C", "C", "C", "C", "C", "H", "H", "H", "C", "H", "H", "H", "C", "H", "H", "H", "C", "H", "H", "H", "C", "H", "H", "H", "C", "C", "C", "C", "C", "C", "C", "C", "H", "H", "H", "H", "H", "H", "H", "H", "H", "H", "H", "H", "P", "C", "C", "P", "C", "C", "C", "H", "H", "H", "H", "H", "H", "H", "H", "H", "H", "H", "H", "H", "H", "F", "C", "F", "F", "C", "O", "O"], "coordinates": [[0.45, -1.09, 2.61], [-1.64, -1.43, 3.68], [-1.36, -2.63, 2.94], [0.30, -2.37, 4.57], [-0.63, -1.28, 4.69], [-0.15, -3.20, 3.48], [-2.72, -0.44, 3.36], [-2.93, -0.41, 2.29], [-2.44, 0.57, 3.69], [-3.67, -0.69, 3.85], [-0.48, -0.16, 5.65], [-1.40, 0.44, 5.68], [0.36, 0.51, 5.40], [-0.29, -0.56, 6.65], [1.59, -2.48, 5.30], [1.41, -2.46, 6.38], [2.26, -1.62, 5.09], [2.12, -3.41, 5.05], [0.72, -4.21, 2.83], [1.03, -4.98, 3.56], [1.66, -3.77, 2.45], [0.18, -4.71, 2.01], [-2.03, -3.04, 1.68], [-2.03, -4.13, 1.58], [-1.52, -2.64, 0.77], [-3.06, -2.69, 1.65], [-1.14, 2.71, -0.23], [-2.30, 2.04, -0.15], [-2.48, 0.58, -0.45], [-1.73, 0.08, -1.72], [-0.33, -0.37, -1.58], [0.86, 0.31, -1.58], [1.08, 1.68, -1.00], [-0.12, 2.58, -1.31], [-3.55, 0.35, -0.59], [-1.86, 0.83, -2.54], [-2.17, -0.03, 0.42], [-0.61, 2.19, -2.23], [-0.89, 3.50, 0.49], [-3.17, 2.51, 0.33], [0.27, 3.59, -1.53], [1.31, 1.65, 0.08], [1.77, -0.31, -1.61], [1.99, 2.12, -1.44], [-2.28, -0.82, -2.06], [-0.26, -1.46, -1.40], [-0.60, 1.57, -4.18], [-0.76, 3.33, -4.58], [-1.75, 0.77, -5.33], [1.73, -0.51, -3.96], [1.12, 1.13, -4.65], [0.98, -1.64, -5.19], [3.42, -0.43, -4.64], [0.09, 3.89, -4.17], [-1.69, 3.71, -4.13], [-0.81, 3.46, -5.67], [-1.64, 1.20, -6.33], [-2.77, 0.97, -4.97], [-1.60, -0.32, -5.37], [3.41, -0.18, -5.71], [3.89, -1.41, -4.49], [3.99, 0.33, -4.09], [1.80, 1.91, -4.26], [1.21, 1.12, -5.75], [1.56, -2.57, -5.19], [1.01, -1.20, -6.20], [-0.06, -1.86, -4.92], [2.25, 3.83, 4.47], [2.70, 2.56, 4.35], [4.07, 2.60, 4.27], [2.40, 1.91, 5.51], [2.12, 1.85, 3.07], [2.07, 2.51, 2.04], [1.76, 0.62, 3.29]], "multiplicity": 6, "charge": 1, "gap_ev": [5.0, 5.6]}

{"formula": "C25H29BaClN3O3Te", "method": "the ωB97M-V functional and the def2-TZVPD basis", "symbols": ["Ba", "C", "O", "C", "O", "N", "N", "H", "H", "H", "H", "H", "H", "C", "C", "C", "C", "C", "C", "Te", "N", "C", "O", "C", "C", "C", "C", "C", "C", "C", "C", "C", "C", "C", "C", "C", "C", "C", "C", "H", "H", "H", "H", "H", "H", "H", "H", "H", "H", "H", "H", "H", "H", "H", "H", "H", "H", "H", "H", "H", "H", "H", "Cl"], "coordinates": [[1.48, -2.78, -0.07], [5.09, -2.28, 3.88], [3.70, -2.42, 4.24], [2.84, -2.55, 3.23], [3.14, -2.60, 2.05], [1.58, -2.65, 3.70], [0.59, -2.96, 2.76], [5.63, -2.33, 4.81], [5.25, -1.33, 3.39], [5.39, -3.10, 3.22], [1.44, -2.84, 4.68], [-0.32, -2.64, 3.07], [0.54, -3.98, 2.60], [-4.86, 2.27, -5.23], [-3.81, 1.63, -4.37], [-2.56, 2.20, -4.20], [-1.57, 1.62, -3.41], [-0.22, 2.29, -3.35], [-1.86, 0.43, -2.75], [-0.36, -0.43, -1.42], [1.48, -0.30, -0.04], [1.90, 0.95, 0.05], [1.33, 1.97, -0.39], [3.24, 1.13, 0.73], [4.23, 0.16, 0.75], [5.48, 0.43, 1.30], [5.74, 1.67, 1.86], [4.75, 2.64, 1.86], [3.52, 2.38, 1.28], [-1.58, 0.19, 0.20], [-1.74, 1.56, 0.36], [-2.58, 2.07, 1.34], [-3.25, 1.19, 2.18], [-3.08, -0.17, 2.03], [-2.24, -0.70, 1.05], [-2.10, -2.20, 0.96], [-3.11, -0.19, -2.92], [-3.49, -1.48, -2.25], [-4.06, 0.42, -3.73], [-4.51, 3.22, -5.64], [-5.77, 2.46, -4.66], [-5.13, 1.62, -6.07], [-2.34, 3.14, -4.71], [-0.29, 3.32, -3.69], [0.49, 1.77, -4.00], [0.21, 2.28, -2.35], [4.04, -0.81, 0.31], [6.25, -0.33, 1.27], [6.71, 1.88, 2.29], [4.95, 3.62, 2.29], [2.75, 3.14, 1.23], [-1.20, 2.24, -0.29], [-2.69, 3.14, 1.45], [-3.91, 1.58, 2.94], [-3.61, -0.85, 2.68], [-2.61, -2.68, 1.80], [-1.06, -2.53, 1.01], [-2.53, -2.60, 0.04], [-2.63, -2.09, -1.99], [-4.14, -2.07, -2.90], [-4.05, -1.28, -1.33], [-5.03, -0.06, -3.85], [0.55, -5.39, 0.72]], "multiplicity": 2, "charge": 0, "gap_ev": [6.8, 7.3]}

{"formula": "C3H5NO2", "method": "the ωB97M-V functional and the def2-TZVPD basis", "symbols": ["N", "C", "C", "O", "C", "O", "H", "H", "H", "H", "H"], "coordinates": [[1.83, -0.93, -0.20], [0.69, -0.40, -0.18], [-0.56, -0.93, 0.56], [-1.51, 0.03, 0.77], [-0.43, 1.58, -0.31], [0.37, 0.75, -0.93], [2.49, -0.41, -0.78], [-0.96, -1.75, -0.06], [-0.16, -1.38, 1.48], [-0.90, 2.23, -1.07], [-0.85, 1.20, 0.73]], "charge": 0, "gap_ev": [8.6, 8.6]}

{"formula": "C5H11N2", "method": "the ωB97M-V functional and the def2-TZVPD basis", "symbols": ["C", "C", "C", "C", "C", "N", "N", "H", "H", "H", "H", "H", "H", "H", "H", "H", "H", "H"], "coordinates": [[-1.80, 0.58, 0.36], [1.19, 0.78, -1.37], [1.18, 1.13, 0.02], [0.60, -0.20, 0.16], [1.25, -1.50, 0.53], [-3.05, 0.18, 0.42], [-0.81, -0.26, 0.09], [-1.35, 1.61, 0.48], [0.47, 1.20, -2.01], [2.05, 0.35, -1.83], [2.20, 1.36, 0.51], [0.53, 1.91, 0.23], [2.39, -1.44, 0.61], [0.97, -2.43, -0.05], [0.99, -1.61, 1.55], [-3.75, 0.90, 0.23], [-3.30, -0.76, 0.14], [-1.17, -1.23, 0.07]], "charge": 1, "gap_ev": [8.4, 8.4]}

| no. | electronic energy (Ha) |
| --- | --- |
| 1 | -419.9673 |
| 2 | -232.2803 |
| 3 | -2767.5996 |
| 4 | -2113.7768 |
| 5 | -322.3971 |
| 6 | -306.2987 |